The following is a quantum chemistry calculation of a gas-phase ion, C4H9N3 (charge +2), from OMol25.

Structure (XYZ):
```
16
Properties=species:S:1:pos:R:3
C 2.2467 0.0071 -0.0772
N 0.7779 -0.1864 -0.0004
C 0.1946 -1.3543 0.0172
N -1.1648 -1.2474 0.0359
C -1.6187 0.0153 -0.0132
N -2.8264 0.3843 -0.0342
C -0.0723 0.9380 0.0940
H 2.7859 0.2495 0.9517
H 2.6459 -0.8563 -0.4187
H 2.5872 0.7808 -0.6447
H 0.8618 -2.1570 0.0113
H -1.6933 -2.0632 -0.1224
H -3.0361 1.2687 -0.4413
H -3.6757 -0.0876 0.2520
H 0.1998 1.6124 -0.7186
H 0.0221 1.3879 1.2082
```

structure (SMILES)	CN1C=[NH+]C(=[NH2+])C1
charge	+2

The following is a quantum chemistry calculation of a molecular structure, C4H9N3O, from OMol25.

Structure (XYZ):
```
17
C4H9N3O | OMol25 | ωB97M-V/def2-TZVPD
C 1.1789 0.6725 2.0351
C -1.0881 -0.2739 -2.1102
C 0.3086 -0.5622 0.1200
C -0.5079 0.0550 -0.7814
N 1.2645 -1.5496 -0.0107
O -2.0919 1.5591 0.0821
N -0.7481 1.2160 -0.0171
N 0.0490 0.1695 1.2656
H -2.6231 0.7439 0.0441
H 1.7423 -1.8275 0.8315
H 1.8606 -1.5090 -0.8227
H 1.4003 -0.0174 2.8563
H 2.0907 0.8363 1.4475
H 0.8713 1.6172 2.4843
H -2.1037 -0.6771 -2.0487
H -0.4779 -1.0397 -2.5926
H -1.1255 0.5868 -2.7832
```

For reference, HOMO level by record: -20.172 -7.620 eV.
For reference, electronic energy by record: -8744.8979 -10807.4364 eV.
For reference, relative energy (zero: lowest compared OMol25 entry of this formula, charge and spin) by record: 19.7 115.9 kcal per mole.